# 1
The following is a DFT calculation (ωB97M-V/def2-TZVPD) of a structure of composition C10H7Cl3N3O3PtS.

* 2S+1: 1
* HOMO-LUMO gap: 7.4 eV
* E_tot: -72748.31458 eV
* relative energy (zero: lowest compared OMol25 entry of this formula, charge and spin): 20.9 kcal per mole
* F_max: 1.37 eV Å⁻¹
* total charge: -1

Atoms and positions in Å:
1 Pt 0.055 0.453 0.231
2 N 3.643 -0.512 2.477
3 C 2.393 -0.316 1.916
4 S 2.372 0.344 0.308
5 N 1.374 -0.639 2.629
6 N 0.145 -0.510 2.004
7 C -0.851 -0.418 2.807
8 C -2.244 -0.289 2.466
9 C -3.170 -0.338 3.520
10 C -4.523 -0.206 3.317
11 C -4.983 0.018 2.012
12 C -4.102 0.094 0.962
13 C -2.705 -0.072 1.142
14 O -1.936 -0.068 0.103
15 H 4.373 0.030 2.046
16 H 3.660 -0.541 3.483
17 H -0.601 -0.458 3.864
18 H -2.790 -0.494 4.525
19 H -5.217 -0.269 4.145
20 H -6.045 0.140 1.829
21 H -4.438 0.280 -0.050
22 Cl -0.128 5.766 0.828
23 C -0.058 4.661 -0.548
24 Cl 1.438 4.975 -1.465
25 Cl -1.460 4.965 -1.602
26 C -0.051 3.154 -0.099
27 O 0.038 2.908 1.091
28 O -0.128 2.335 -1.068



# 2
The following is a DFT calculation (ωB97M-V/def2-TZVPD) of a cluster of 3 separate species, C18H35Br2N3O5 in total.

* 2S+1: 1
* structure (SMILES): CC(=O)N(C)[C@@H]1OC(=O)C[C@H]1/C(Br)=C(\C)Br.COC[C@@H](C)N.COC[C@@H](C)N
* HOMO-LUMO gap: 9.5 eV
* E_tot: -174024.50445 eV
* F_max: 1.56 eV Å⁻¹
* total charge: 0

Atoms and positions in Å:
1 C 2.688 -0.429 0.376
2 C 1.543 0.572 0.320
3 O 1.411 1.425 1.155
4 N 0.676 0.427 -0.821
5 C 1.259 1.200 -1.944
6 C -0.686 0.793 -0.561
7 O -1.032 2.192 -0.691
8 C -2.381 2.198 -0.373
9 O -3.232 2.667 -1.051
10 C -2.452 1.420 0.938
11 C -1.335 0.351 0.754
12 C -1.671 -1.114 0.868
13 Br -0.417 -2.082 1.963
14 C -2.689 -1.744 0.285
15 C -3.657 -1.065 -0.654
16 Br -2.980 -3.613 0.540
17 H 2.531 -1.210 -0.368
18 H 3.605 0.104 0.125
19 H 2.741 -0.885 1.359
20 H 0.551 1.221 -2.766
21 H 2.157 0.683 -2.272
22 H 1.551 2.208 -1.641
23 H -1.259 0.302 -1.366
24 H -3.429 1.079 1.262
25 H -2.105 2.114 1.704
26 H -0.688 0.546 1.607
27 H -4.115 -0.178 -0.230
28 H -4.467 -1.761 -0.872
29 H -3.188 -0.836 -1.610
30 C 2.962 2.707 -5.013
31 C 3.999 1.650 -4.647
32 C 5.195 1.587 -5.608
33 O 4.928 0.968 -6.850
34 C 4.300 1.791 -7.817
35 N 3.330 0.351 -4.511
36 H 2.321 2.385 -5.833
37 H 2.311 2.906 -4.161
38 H 3.437 3.647 -5.297
39 H 4.405 1.918 -3.666
40 H 5.969 0.971 -5.142
41 H 5.629 2.584 -5.764
42 H 4.645 2.827 -7.746
43 H 3.212 1.759 -7.724
44 H 4.565 1.401 -8.799
45 H 3.997 -0.331 -4.157
46 H 3.111 0.019 -5.447
47 C -3.802 -0.835 6.178
48 C -2.810 -1.370 5.150
49 C -2.702 -2.902 5.123
50 O -1.971 -3.467 6.195
51 C -2.688 -3.616 7.406
52 N -1.511 -0.722 5.357
53 H -3.391 -0.849 7.187
54 H -4.052 0.202 5.952
55 H -4.728 -1.413 6.176
56 H -3.174 -1.071 4.161
57 H -2.155 -3.184 4.221
58 H -3.696 -3.367 5.054
59 H -3.737 -3.866 7.223
60 H -2.627 -2.715 8.021
61 H -2.226 -4.433 7.961
62 H -0.890 -0.982 4.597
63 H -1.090 -1.135 6.184



# 3
The following is a DFT calculation (ωB97M-V/def2-TZVPD) of the molecule C4H11NOS.

* 2S+1: 1
* structure (SMILES): OCNCCCS
* HOMO-LUMO gap: 9.4 eV
* E_tot: -18698.35282 eV
* relative energy (zero: lowest compared OMol25 entry of this formula, charge and spin): 36.1 kcal per mole
* F_max: 1.79 eV Å⁻¹
* total charge: 0

Atoms and positions in Å:
1 C -0.194 0.979 0.800
2 N -0.999 0.242 -0.133
3 C -2.020 -0.643 0.304
4 O -1.658 -1.961 -0.032
5 C 1.368 0.997 0.442
6 C 1.789 -0.163 -0.446
7 S 1.587 0.217 -2.217
8 H -0.309 0.545 1.791
9 H -0.455 2.042 0.880
10 H -0.996 0.638 -1.055
11 H -2.144 -0.501 1.378
12 H -2.970 -0.305 -0.137
13 H -2.373 -2.553 0.187
14 H 1.608 1.968 0.016
15 H 1.852 0.894 1.413
16 H 2.847 -0.369 -0.297
17 H 1.180 -1.049 -0.293
18 H 1.885 -0.978 -2.600



# 4
The following is a DFT calculation (ωB97M-V/def2-TZVPD) of a cluster of 7 separate species, C6H27NO6 in total.

* 2S+1: 1
* structure (SMILES): CNCCC(C)C.O.O.O.O.O.O
* HOMO-LUMO gap: 8.1 eV
* E_tot: -20434.15850 eV
* relative energy (zero: lowest compared OMol25 entry of this formula, charge and spin): 24.6 kcal per mole
* F_max: 2.20 eV Å⁻¹
* total charge: 0

Atoms and positions in Å:
1 C 1.556 -1.233 1.072
2 C 1.274 -1.394 -0.439
3 C 1.596 -2.788 -0.963
4 C 2.140 -0.290 -1.054
5 C 1.201 0.157 1.602
6 N 0.429 0.155 2.830
7 C -0.977 0.476 2.799
8 H 2.608 -1.423 1.326
9 H 1.049 -2.028 1.626
10 H 0.254 -1.069 -0.651
11 H 0.719 -3.420 -1.104
12 H 2.223 -3.327 -0.250
13 H 2.129 -2.679 -1.906
14 H 3.223 -0.487 -1.065
15 H 2.096 0.715 -0.651
16 H 1.949 -0.149 -2.124
17 H 2.000 0.900 1.680
18 H 0.535 0.667 0.895
19 H 0.808 -0.117 3.716
20 H -1.147 1.540 2.994
21 H -1.567 -0.240 3.379
22 H -1.340 0.367 1.773
23 H -2.152 1.794 -0.956
24 H -2.293 2.956 0.105
25 O -2.352 2.013 -0.035
26 H -0.282 2.029 -2.310
27 H 1.329 2.154 -2.462
28 O 0.552 2.339 -1.935
29 H -1.274 -3.317 0.981
30 H -1.574 -2.099 1.858
31 O -1.625 -2.420 0.950
32 H -1.915 -0.944 -1.249
33 H -2.810 -2.006 -1.832
34 O -2.567 -1.081 -1.948
35 H -0.534 3.924 0.091
36 H 0.877 3.820 0.866
37 O -0.077 3.833 0.928
38 H -2.805 0.898 -2.862
39 H -1.335 0.510 -2.899
40 O -1.921 1.264 -2.775



# 5
The following is a DFT calculation (ωB97M-V/def2-TZVPD) of the molecule C4H8O2.

* 2S+1: 1
* structure (SMILES): C1COCCO1
* HOMO-LUMO gap: 10.6 eV
* E_tot: -8371.37208 eV
* relative energy (zero: lowest compared OMol25 entry of this formula, charge and spin): 44.0 kcal per mole
* F_max: 0.93 eV Å⁻¹
* total charge: 0

Atoms and positions in Å:
1 C 0.973 1.088 -0.168
2 C 0.036 0.469 -1.214
3 O -0.029 -0.940 -1.092
4 C -0.462 -1.371 0.190
5 C -0.398 -0.257 1.198
6 O 0.834 0.446 1.102
7 H 2.020 0.999 -0.492
8 H 0.759 2.169 -0.093
9 H -0.971 0.903 -1.134
10 H 0.404 0.682 -2.222
11 H 0.156 -2.241 0.446
12 H -1.531 -1.654 0.275
13 H -0.537 -0.709 2.190
14 H -1.254 0.416 1.015



# 6
The following is a DFT calculation (ωB97M-V/def2-TZVPD) of a structure of composition C20H23Cl3IrO.

* 2S+1: 6
* HOMO-LUMO gap (spin up / spin down): 2.9 / 4.5 eV
* E_tot: -63561.25603 eV
* F_max: 4.20 eV Å⁻¹
* total charge: -2

Atoms and positions in Å:
1 C 0.064 2.476 -0.068
2 C -1.346 2.774 0.079
3 C -2.097 1.914 -0.742
4 C -1.883 3.637 1.137
5 C -1.207 1.123 -1.522
6 C 0.135 1.406 -1.131
7 C 1.263 1.385 -2.116
8 C 1.117 3.534 0.136
9 C -3.562 1.794 -0.657
10 C -1.651 0.246 -2.643
11 Ir 0.303 0.582 0.938
12 Cl -1.444 1.180 2.552
13 Cl 1.224 1.553 2.847
14 Cl -1.553 -0.685 0.909
15 H -1.105 4.371 1.460
16 H -1.978 2.888 2.016
17 H -2.840 4.098 0.924
18 H -3.875 1.695 0.399
19 H -3.936 0.914 -1.202
20 H -4.068 2.689 -1.065
21 H -2.287 -0.582 -2.304
22 H -0.797 -0.199 -3.186
23 H -2.231 0.838 -3.363
24 H 1.253 0.458 -2.683
25 H 2.202 1.456 -1.553
26 H 1.164 2.234 -2.812
27 H 1.048 3.906 1.139
28 H 0.957 4.346 -0.572
29 H 2.103 3.107 -0.020
30 O 2.242 0.919 0.282
31 H 2.647 0.030 0.073
32 C 0.312 -4.839 -0.920
33 C 0.028 -3.565 -1.448
34 C 0.397 -2.407 -0.785
35 C 0.984 -2.472 0.496
36 C 1.172 -1.321 1.344
37 C 1.975 -1.435 2.457
38 C 2.383 -2.706 2.925
39 C 2.068 -3.860 2.228
40 C 1.387 -3.802 0.999
41 C 1.011 -4.924 0.305
42 H 0.003 -5.745 -1.428
43 H -0.524 -3.505 -2.400
44 H 0.201 -1.439 -1.224
45 H 2.257 -0.561 2.968
46 H 2.950 -2.750 3.860
47 H 2.320 -4.848 2.634
48 H 1.212 -5.909 0.737